The following is a DFT calculation (ωB97M-V/def2-TZVPD) of C15H26N4O10PPtS2 as an isolated structure.

Element x y z (Å)
Pt1 -0.5839 -0.4208 1.4750
O1 -4.0112 2.0302 0.8082
S1 -2.6014 1.7953 0.5422
O2 -2.3558 0.3321 1.0835
O3 -2.2288 1.8059 -0.8636
O4 -1.7099 2.6499 1.3464
C1 -2.6508 2.9017 4.3886
C2 -1.8324 1.6691 4.1008
O5 -0.5182 2.0728 3.6532
P1 0.2549 1.3630 2.4658
O6 1.5693 0.8565 3.2577
C3 2.2847 1.7594 4.1090
C4 2.0597 1.3896 5.5594
O7 0.8615 2.5426 1.6081
C5 0.6469 2.6638 0.1794
C6 0.2910 4.0939 -0.1366
H1 -3.6262 2.6000 4.7773
H2 -2.7976 3.4573 3.4644
H3 -2.1588 3.5332 5.1314
H4 -2.3055 1.0537 3.3375
H5 -1.6802 1.0663 5.0014
H6 1.9810 2.7895 3.9168
H7 3.3390 1.6654 3.8413
H8 1.0076 1.5060 5.8172
H9 2.6541 2.0339 6.2111
H10 2.3496 0.3530 5.7352
H11 -0.1566 1.9983 -0.1349
H12 1.5816 2.3596 -0.2975
H13 -0.6501 4.3394 0.3517
H14 0.1641 4.2031 -1.2151
H15 1.0757 4.7761 0.1974
C7 -5.9911 0.9622 3.2379
C8 -5.1502 -0.2259 2.8670
C9 -4.2481 -0.7856 3.7616
C10 -3.3605 -1.7754 3.3567
C11 -3.4039 -2.2244 2.0501
C12 -4.3445 -1.7244 1.1577
C13 -5.2079 -0.7321 1.5691
S2 -2.0915 -3.2006 1.3950
O8 -2.6286 -4.2353 0.5506
O9 -1.3151 -2.2115 0.5805
O10 -1.3121 -3.6695 2.5437
H16 -5.8600 1.2292 4.2876
H17 -7.0518 0.7738 3.0615
H18 -5.6833 1.8101 2.6210
H19 -4.1970 -0.4039 4.7760
H20 -2.6074 -2.1638 4.0293
H21 -4.3380 -2.0626 0.1301
H22 -5.8833 -0.2789 0.8544
N1 3.5210 -5.1703 2.9612
C14 2.4997 -4.3069 2.6873
N2 1.2530 -4.7465 2.8211
N3 2.8524 -3.0864 2.3369
C15 1.8890 -2.2407 2.0604
N4 1.0802 -1.4666 1.8038
H23 3.3436 -6.1572 2.9038
H24 4.4255 -4.8582 2.6528
H25 1.0866 -5.6789 3.1551
H26 0.4180 -4.1437 2.7309

## Properties
DFT total energy = -2815.910313 Eh
F_max = 0.66 eV/Å
total charge = -1

=====

The following is a DFT calculation (ωB97M-V/def2-TZVPD) of C39H39AuBN10OS3 as an isolated structure.

Element x y z (Å)
Au1 -0.0028 1.5458 0.1958
C1 -1.6674 2.5503 3.4556
N1 -1.5902 3.7892 2.7058
C2 -1.2547 5.0235 3.2177
C3 -1.2154 5.8769 2.1682
N2 -1.5208 5.1722 1.0302
B1 -1.5241 5.7560 -0.4028
N3 -0.2370 5.2889 -1.2203
C4 -0.1237 5.7560 -2.5082
C5 1.0099 5.2580 -3.0503
N4 1.5944 4.4778 -2.0829
C6 2.8360 3.7448 -2.2556
C7 0.8160 4.5050 -0.9698
S1 1.2475 3.6670 0.4867
C8 -1.7446 3.9019 1.3722
S2 -2.1328 2.5952 0.3116
H1 -1.5853 2.7834 4.5138
H2 -0.8511 1.8859 3.1671
H3 -2.6134 2.0524 3.2550
H4 -1.0884 5.1785 4.2685
H5 -1.0050 6.9302 2.1305
H6 -1.4687 6.9543 -0.3120
H7 -2.4829 5.3678 -1.0135
H8 -0.8658 6.4126 -2.9257
H9 1.4538 5.3940 -4.0202
H10 3.5218 4.3478 -2.8459
H11 2.6522 2.8008 -2.7687
H12 3.2689 3.5463 -1.2800
C9 -5.9012 3.7229 -0.9270
C10 -5.5605 2.6312 0.0470
C11 -5.3915 1.3163 -0.3577
C12 -5.0451 0.3056 0.5331
C13 -4.8507 0.6085 1.8706
N5 -4.4437 -0.3230 2.8600
C14 -4.3224 -1.6931 2.8176
O1 -4.5886 -2.3748 3.7832
N6 -3.8847 -2.3038 1.6414
C15 -2.8846 -1.9152 0.7451
C16 -2.6032 -2.7574 -0.3266
C17 -1.5909 -2.4327 -1.2074
C18 -0.8869 -1.2599 -1.0102
N7 -1.1696 -0.4381 -0.0003
C19 -2.1360 -0.7455 0.8635
C20 -5.0549 1.9201 2.3016
C21 -5.4031 2.9101 1.4045
H13 -5.9404 3.3432 -1.9470
H14 -5.1547 4.5185 -0.8937
H15 -6.8703 4.1685 -0.6964
H16 -5.5310 1.0606 -1.4015
H17 -4.9543 -0.7082 0.1704
H18 -4.7197 -0.0608 3.7964
H19 -4.0021 -3.3028 1.7324
H20 -3.1769 -3.6668 -0.4591
H21 -1.3495 -3.0782 -2.0400
H22 -0.0768 -0.9719 -1.6656
H23 -2.3150 -0.0378 1.6594
H24 -4.9435 2.1628 3.3535
H25 -5.5518 3.9215 1.7655
S3 0.7677 -2.5192 1.6322
C22 1.6699 -3.8644 1.1009
C23 1.1634 -5.1748 1.2312
C24 1.8980 -6.2559 0.7900
C25 3.1452 -6.0573 0.2026
C26 3.6624 -4.7716 0.0576
C27 2.9376 -3.6873 0.5041
H26 0.1927 -5.3096 1.6897
H27 1.5063 -7.2582 0.8996
H28 3.7169 -6.9082 -0.1439
H29 4.6305 -4.6266 -0.4041
H30 3.3212 -2.6803 0.4005
N8 6.7317 -1.2722 0.8633
C28 7.9129 -1.7525 0.3340
C29 9.0953 -2.1943 0.9229
C30 10.0875 -2.6123 0.0623
C31 9.9150 -2.5939 -1.3347
C32 8.7426 -2.1562 -1.9083
C33 7.7240 -1.7293 -1.0528
N9 6.4612 -1.2497 -1.3527
C34 5.9123 -0.9926 -0.1983
C35 4.5503 -0.4677 -0.0605
C36 3.9971 -0.0946 1.1585
C37 2.6955 0.3672 1.1959
N10 1.9422 0.4826 0.1027
C38 2.4769 0.1379 -1.0756
C39 3.7606 -0.3441 -1.2023
H31 6.5133 -1.1806 1.8389
H32 9.2360 -2.2099 1.9954
H33 11.0263 -2.9633 0.4694
H34 10.7258 -2.9314 -1.9660
H35 8.6031 -2.1380 -2.9805
H36 4.5495 -0.1555 2.0861
H37 2.2345 0.6479 2.1330
H38 1.8408 0.2502 -1.9450
H39 4.1608 -0.6236 -2.1663

## Properties
DFT total energy = -3487.414933 Eh
F_max = 0.20 eV/Å
2S+1 = 3
total charge = +1

=====

The following is a DFT calculation (ωB97M-V/def2-TZVPD) of a 2-piece molecular cluster, C2H7NO overall.

Element x y z (Å)
N1 0.1181 -0.0767 -2.2168
C1 -1.0836 -0.6290 -1.8076
O1 -1.3788 -0.7039 -0.6530
H1 0.3587 -0.0870 -3.1949
H2 0.8587 -0.0975 -1.5296
H3 -1.7288 -0.9166 -2.6452
C2 1.7291 1.1209 3.8830
H4 2.0267 0.0810 4.0141
H5 1.8298 1.3818 2.8308
H6 2.5688 1.6420 4.3584
H7 0.7779 1.3978 4.3132

## Properties
DFT total energy = -210.393979 Eh
F_max = 1.74 eV/Å
structure (SMILES) = NC=O.C

=====

The following is a DFT calculation (ωB97M-V/def2-TZVPD) of a 3-piece molecular cluster, C39H63N3O7PS overall.

Element x y z (Å)
C1 4.1599 -0.4269 3.8938
C2 4.9465 -0.3248 2.5689
C3 4.1780 -0.7867 1.3127
C4 4.7920 -2.0011 0.5822
C5 4.1235 -3.3507 0.8996
C6 3.2411 -3.8834 -0.2295
C7 1.8869 -3.1841 -0.2375
C8 1.0606 -3.4495 -1.4922
C9 -0.4578 -3.2296 -1.3195
C10 -1.1058 -2.2819 -2.3308
C11 -0.8604 -0.7565 -2.2487
P1 0.8074 -0.2908 -2.9295
S1 2.0803 0.4015 -1.6283
C12 -1.9352 -0.0526 -3.1468
N1 -1.6936 -0.1506 -4.5608
C13 -2.1443 1.3906 -2.4959
C14 -1.9152 2.5467 -3.4564
C15 -1.9295 3.9297 -2.8585
C16 -3.0447 4.4291 -2.2238
C17 -3.0222 5.6822 -1.6443
C18 -1.8864 6.4756 -1.6876
C19 -1.8549 7.8307 -1.0434
C20 -0.7824 5.9815 -2.3541
C21 -0.8019 4.7288 -2.9303
N2 -1.1879 1.3668 -1.3124
C22 -1.3890 2.3236 -0.2161
C23 -0.3445 3.1495 0.1445
C24 -0.5725 4.0235 1.2056
N3 -1.7167 4.0821 1.8794
C25 -2.7013 3.2705 1.5119
C26 -2.5944 2.3698 0.4575
C27 -1.1594 -0.0894 -0.9062
C28 -0.3575 -0.4065 0.3619
O1 -1.1055 -1.1550 1.2878
C29 -2.0278 -0.4134 2.0439
O2 -2.3722 -1.2050 3.1204
C30 -3.7566 -1.2516 3.4265
C31 -3.9314 -1.8557 4.8172
O3 -4.9025 -1.1629 5.5850
H1 3.1366 -0.7671 3.7257
H2 4.6254 -1.1266 4.5866
H3 4.1039 0.5316 4.4087
H4 5.8632 -0.9056 2.6706
H5 5.2686 0.7087 2.4406
H6 4.1263 0.0454 0.6076
H7 3.1576 -1.0338 1.6152
H8 4.7739 -1.8210 -0.4949
H9 5.8471 -2.0575 0.8551
H10 3.4942 -3.2126 1.7866
H11 4.8673 -4.0956 1.1803
H12 3.7383 -3.6950 -1.1840
H13 3.0964 -4.9573 -0.0942
H14 2.0779 -2.1132 -0.1250
H15 1.3207 -3.4929 0.6476
H16 1.2332 -4.4962 -1.7599
H17 1.4567 -2.8726 -2.3294
H18 -0.9726 -4.1829 -1.4522
H19 -0.6685 -2.9332 -0.2949
H20 -2.1879 -2.4391 -2.2954
H21 -0.7983 -2.5818 -3.3358
H22 1.1968 -1.3604 -3.7415
H23 0.5260 0.7182 -3.8603
H24 -2.8748 -0.5838 -2.9947
H25 -0.9914 0.4608 -4.9408
H26 -2.5340 -0.0957 -5.1146
H27 -3.1575 1.4214 -2.1001
H28 -2.7088 2.4736 -4.2053
H29 -0.9778 2.4055 -4.0000
H30 -3.9529 3.8379 -2.1689
H31 -3.9092 6.0463 -1.1406
H32 -1.9013 8.6273 -1.7835
H33 -0.9434 7.9518 -0.4579
H34 -2.6900 7.9409 -0.3529
H35 0.1182 6.5796 -2.4187
H36 0.0841 4.3631 -3.4391
H37 -0.2662 1.5968 -1.7087
H38 0.6102 3.1260 -0.3643
H39 0.2193 4.6952 1.5153
H40 -3.6265 3.3356 2.0710
H41 -3.4329 1.7387 0.1904
H42 -2.2086 -0.3392 -0.7117
H43 0.4948 -1.0132 0.0937
H44 0.0399 0.5017 0.8243
H45 -2.9116 -0.1411 1.4456
H46 -1.5438 0.5090 2.4008
H47 -4.2890 -1.8360 2.6666
H48 -4.1937 -0.2470 3.4444
H49 -4.1840 -2.9164 4.7521
H50 -2.9890 -1.7626 5.3515
H51 -5.7665 -1.2670 5.1761
O4 4.6562 -4.1056 -3.5989
C32 3.7112 -4.5293 -4.1877
O5 2.6070 -3.7608 -4.4106
C33 1.5754 -4.5368 -5.0433
C34 2.3021 -5.6974 -5.7162
C35 3.4862 -5.9091 -4.7723
H52 0.8808 -4.8796 -4.2709
H53 1.0436 -3.8931 -5.7411
H54 1.6705 -6.5727 -5.8471
H55 2.6610 -5.3880 -6.6978
H56 3.2456 -6.5858 -3.9504
H57 4.3896 -6.2579 -5.2633
O6 -0.0565 2.9917 8.1924
C36 -0.2737 2.4248 7.1682
O7 0.7244 1.9603 6.3692
C37 0.1883 1.4097 5.1611
C38 -1.2575 1.0484 5.4895
C39 -1.6155 2.1107 6.5267
H58 0.2551 2.1714 4.3778
H59 0.7982 0.5556 4.8746
H60 -1.9028 1.0386 4.6133
H61 -1.2958 0.0582 5.9438
H62 -1.9896 3.0289 6.0702
H63 -2.3231 1.7762 7.2793

## Properties
DFT total energy = -2954.110129 Eh
F_max = 0.82 eV/Å
total charge = +1

=====

The following is a DFT calculation (ωB97M-V/def2-TZVPD) of an isolated ion of composition C5H6NS and charge +1.

Element x y z (Å)
C1 0.9165 1.1079 0.1645
C2 -0.0131 -1.2207 0.2468
C3 0.9586 -1.8904 -0.0394
C4 -0.2917 0.5854 0.5369
C5 -1.4821 0.9262 -0.4323
N1 2.0745 0.8034 0.1412
S1 3.2627 -0.0361 -0.2324
H1 -1.0766 -1.6417 0.3295
H2 1.7810 -2.4792 -0.3334
H3 -0.5783 0.7589 1.5152
H4 -1.2597 0.5854 -1.4490
H5 -1.8916 2.0123 -0.2965
H6 -2.4001 0.4886 -0.1511

## Properties
DFT total energy = -646.565240 Eh
F_max = 5.28 eV/Å
total charge = +1

=====

The following is a DFT calculation (ωB97M-V/def2-TZVPD) of C16H30CeN2O2P2 as an isolated structure.

Element x y z (Å)
Ce1 0.5741 0.5772 0.0158
P1 -0.8340 2.5833 -1.5353
P2 1.0068 -2.1151 1.7742
N1 -1.0119 -0.6750 -0.2833
H1 -0.5113 2.4237 -0.0655
C1 -0.5747 2.7653 -3.3237
H2 -0.9980 3.7181 -3.6682
H3 -1.0537 1.9733 -3.9116
H4 0.4860 2.7593 -3.5855
C2 -0.7587 4.3377 -0.9572
H5 -1.2574 4.9919 -1.6687
H6 0.3079 4.5828 -0.8508
H7 -1.2122 4.3447 0.0422
C3 -2.6144 2.2048 -1.4724
H8 -3.1898 3.0230 -1.9245
H9 -2.9575 2.0704 -0.4442
H10 -2.8717 1.2861 -2.0113
C4 2.0996 -3.3838 1.0042
H11 2.5215 -4.0649 1.7574
H12 2.8987 -2.8512 0.4709
H13 1.5116 -3.9567 0.2744
C5 1.9634 -1.7608 3.3147
H14 2.2521 -2.6880 3.8321
H15 1.3474 -1.1323 3.9742
H16 2.8629 -1.1896 3.0412
C6 -0.3372 -3.2052 2.4267
H17 0.0582 -4.0427 3.0239
H18 -0.9093 -3.5922 1.5700
H19 -1.0147 -2.5938 3.0413
C7 -2.2029 -1.3142 -0.4629
C8 -3.7527 -2.6733 -1.8439
C9 -2.5251 -2.0615 -1.6512
C10 -3.2469 -1.2194 0.5205
C11 -4.4878 -1.8182 0.3632
C12 -4.7481 -2.5608 -0.8277
H20 -3.9856 -3.2501 -2.7605
H21 -1.7720 -2.1157 -2.4218
H22 -3.0455 -0.6308 1.4052
H23 -5.2798 -1.7384 1.1358
H24 -5.7478 -3.0542 -0.9654
C13 3.9555 0.3975 -0.5365
O1 3.0327 -0.5074 -0.4423
C14 4.0798 1.0929 -1.9020
H25 4.5400 2.0934 -1.8366
H26 3.0391 1.2181 -2.2941
H27 4.6181 0.4504 -2.6120
C15 4.3080 1.1350 0.7724
H28 5.0588 0.5706 1.3677
H29 3.3717 1.1857 1.3996
H30 4.6464 2.1697 0.5837
O2 1.0125 2.8193 3.9671
C16 0.7877 2.0876 3.0628
N2 0.5600 1.3337 2.1183

## Properties
DFT total energy = -2045.368639 Eh
F_max = 5.14 eV/Å

=====

The following is a DFT calculation (ωB97M-V/def2-TZVPD) of C26H30F5N6SbScSe5 as an isolated structure.

Element x y z (Å)
Sc1 1.6596 0.3637 0.9011
C1 0.1329 2.5588 -3.6052
N1 0.5660 2.1007 -2.2981
C2 1.8538 1.4381 -2.3121
C3 -0.1959 2.2179 -1.1971
N2 -0.0167 1.3415 -0.2215
C4 -0.5902 1.4344 1.0577
C5 -0.6106 2.6026 1.7907
C6 -1.1940 2.6377 3.0636
C7 -1.7540 1.5109 3.6003
C8 -1.6742 0.2720 2.9270
C9 -2.2600 -0.8903 3.4890
C10 -2.1561 -2.0951 2.8626
C11 -1.4008 -2.2054 1.6787
C12 -0.8218 -1.1102 1.0900
N3 0.1027 -1.2971 0.0273
C13 -0.3201 -1.8088 -1.0941
N4 -1.6395 -1.8172 -1.4831
C14 -2.5590 -0.7659 -1.1041
C15 -2.2409 -2.9809 -2.0980
N5 0.5314 -2.3967 -1.9792
C16 0.3678 -2.2243 -3.4125
C17 1.8467 -2.8477 -1.5736
C18 -1.0084 0.1961 1.6694
N6 -1.1800 3.1580 -1.2391
C19 -0.9149 4.5042 -1.7472
C20 -2.4446 3.0307 -0.5489
H1 0.3741 1.7782 -4.3325
H2 0.6600 3.4755 -3.8817
H3 -0.9408 2.7232 -3.6158
H4 2.5226 2.0109 -2.9543
H5 1.7570 0.4079 -2.6747
H6 2.3274 1.4777 -1.3336
H7 -0.1874 3.5109 1.3654
H8 -1.1999 3.5759 3.6035
H9 -2.2458 1.5395 4.5653
H10 -2.7810 -0.7978 4.4338
H11 -2.5990 -2.9821 3.2970
H12 -1.2179 -3.1784 1.2358
H13 -1.9917 0.1162 -0.8250
H14 -3.2097 -1.0585 -0.2732
H15 -3.1823 -0.5159 -1.9672
H16 -1.5010 -3.7678 -2.2169
H17 -2.6626 -2.7433 -3.0798
H18 -3.0498 -3.3562 -1.4626
H19 -0.5266 -1.6468 -3.6276
H20 0.2998 -3.1914 -3.9182
H21 1.2301 -1.6895 -3.8194
H22 1.8328 -3.1090 -0.5202
H23 2.6112 -2.0833 -1.7191
H24 2.1108 -3.7288 -2.1626
H25 0.1287 4.6073 -2.0499
H26 -1.0635 5.2186 -0.9372
H27 -1.5858 4.7372 -2.5812
H28 -2.6246 2.0136 -0.2099
H29 -3.2445 3.3124 -1.2402
H30 -2.4912 3.6948 0.3199
F1 0.8335 -5.2567 4.3448
C21 1.4738 -4.3849 3.5601
C22 2.3997 -4.8278 2.6302
F2 2.6450 -6.1382 2.5230
C23 3.0671 -3.9206 1.8265
F3 3.9492 -4.4093 0.9485
C24 2.8411 -2.5479 1.9036
Se1 3.7978 -1.2778 0.8747
C25 1.8949 -2.1637 2.8375
F4 1.5949 -0.8309 2.9551
C26 1.2193 -3.0301 3.6713
F5 0.3457 -2.5829 4.5732
Se2 2.7959 4.9035 -2.1503
Sb1 2.8624 5.0676 0.2787
Se3 2.9299 2.4082 1.0762
Se4 4.9240 5.8540 1.1951
Se5 0.7973 5.8589 1.2905

## Properties
DFT total energy = -14844.941703 Eh
F_max = 0.76 eV/Å
total charge = -1

=====

The following is a DFT calculation (ωB97M-V/def2-TZVPD) of Cl2H2NP as an isolated structure.

Element x y z (Å)
N1 -0.6160 0.3767 0.6573
P1 1.0403 0.5182 0.2586
Cl1 -1.3143 -1.8982 -0.3196
Cl2 -1.4923 1.5124 -0.2851
H1 1.4752 -0.6425 0.8440
H2 0.9071 0.1333 -1.1553

## Properties
DFT total energy = -1317.528341 Eh
F_max = 2.06 eV/Å

=====

The following is a DFT calculation (ωB97M-V/def2-TZVPD) of a 2-piece molecular cluster, C5H10N2O overall.

Element x y z (Å)
C1 0.1077 0.7590 -2.1052
C2 -0.3111 -0.3312 -1.2301
C3 -1.3135 -1.3404 -1.5309
N1 -1.5188 -2.0443 -0.3182
C4 -0.6637 -1.4168 0.6694
N2 0.0116 -0.3728 0.1221
H1 0.3985 1.7145 -1.6776
H2 -0.7641 0.9558 -2.8600
H3 0.9151 0.4728 -2.8197
H4 -2.0297 -1.6189 -2.2702
H5 -2.1177 -2.8687 -0.1943
H6 -0.5767 -1.8259 1.6869
C5 1.9420 1.7935 2.4762
O1 1.1299 2.0903 1.3149
H7 1.6407 0.8585 2.9656
H8 3.0443 1.6754 2.2523
H9 1.7674 2.7356 3.0613
H10 0.6654 1.3144 1.0324

## Properties
DFT total energy = -381.223285 Eh
F_max = 3.88 eV/Å
structure (SMILES) = Cc1c[nH]cn1.CO

=====

The following is a DFT calculation (ωB97M-V/def2-TZVPD) of a 2-piece molecular cluster, C7H15NOS overall.

Element x y z (Å)
C1 -3.3282 2.0494 0.4872
C2 -3.1521 -1.4467 -0.9776
C3 -2.9850 1.2094 -0.4619
C4 1.2253 -0.7081 -1.0436
C5 2.7097 0.6865 0.2237
C6 1.2852 -0.8416 1.5274
C7 1.3704 0.0429 0.2941
N1 0.2434 0.9474 0.2921
O1 -2.8741 -0.6255 1.5688
S1 -2.4153 -0.4268 0.1778
H1 -3.5845 3.0325 0.3451
H2 -3.1069 1.5774 1.4419
H3 -3.1585 -2.4626 -0.7476
H4 -3.1408 -1.2023 -2.0642
H5 -3.0504 1.3932 -1.5477
H6 0.9010 -0.1855 -1.9489
H7 2.1062 -1.2433 -1.3087
H8 0.3127 -1.2692 -0.8912
H9 2.9575 1.5674 0.7616
H10 2.9933 0.9466 -0.7839
H11 3.4490 0.0083 0.5205
H12 0.1718 -1.0204 1.9268
H13 1.6666 -1.8712 1.2372
H14 1.8798 -0.3571 2.3010
H15 -0.1612 1.2686 1.1910

## Properties
DFT total energy = -803.653446 Eh
F_max = 3.09 eV/Å

=====

The following is a DFT calculation (ωB97M-V/def2-TZVPD) of C4H2GdO2 as an isolated structure.

Element x y z (Å)
O1 0.2454 2.9358 -0.6777
C1 -0.1425 1.9450 -1.1688
C2 -1.1583 0.4327 -1.2791
C3 -0.5417 0.9589 -2.4442
H1 0.2777 0.5606 -3.0481
H2 -1.8953 0.3486 -2.4352
O2 0.1165 -0.7568 2.4729
C4 0.3443 -0.3286 3.4985
Gd1 -0.5344 -1.4415 0.1439

## Properties
DFT total energy = -1068.738156 Eh
F_max = 5.49 eV/Å
2S+1 = 9
total charge = +2

=====

The following is a DFT calculation (ωB97M-V/def2-TZVPD) of a 2-piece molecular cluster, C3H7Br overall.

Element x y z (Å)
C1 -1.0644 -0.1715 -1.0383
C2 -0.2980 -1.2342 -0.7875
H1 -1.2351 0.1750 -2.0639
H2 -1.5451 0.3852 -0.2257
H3 0.1827 -1.7910 -1.6000
H4 -0.1273 -1.5808 0.2382
C3 0.9256 0.8999 1.0057
Br1 -0.4361 0.1890 2.1357
H5 0.4780 1.5129 0.2053
H6 1.5036 0.0831 0.5417
H7 1.6160 1.5323 1.5888

## Properties
DFT total energy = -2692.466931 Eh
F_max = 1.58 eV/Å
structure (SMILES) = C=C.CBr